[1]
DFT (ωB97M-V/def2-TZVPD) results for a molecular structure, C8H11N at a distorted geometry.

Energy above the lowest of the compared OMol25 structures with the same formula, charge and spin   1.388 eV
Electronic energy   -9961.7360 eV
HOMO-LUMO gap   10.03 eV
Net charge   0

Each line ends with the natural charge from an NBO analysis.
Element x y z (Å)
N1 1.9392 -1.0938 2.7964  -0.322
C1 1.2947 1.1624 0.0469  -0.452
C2 -0.5824 -1.7228 0.1392  -0.608
C3 0.5736 0.5414 1.2446  -0.327
C4 -1.6620 0.5897 -0.0228  -0.596
C5 0.5259 0.1426 -2.1143  -0.406
C6 -0.4259 -0.1901 0.1824  -0.057
C7 1.3715 -0.3240 2.0897  0.292
C8 0.5339 0.3531 -0.7714  0.053
H1 0.0541 1.3052 1.8016  0.249
H2 1.0506 2.2196 -0.1874  0.236
H3 2.3957 0.9450 0.0372  0.243
H4 -0.1805 -0.4500 -2.5153  0.184
H5 1.2192 0.5373 -2.8015  0.197
H6 0.1762 -2.4318 0.3868  0.239
H7 -1.4197 -1.9803 0.7760  0.211
H8 -2.2451 0.6494 0.8926  0.209
H9 -0.8543 -1.9496 -0.9393  0.214
H10 -2.3268 0.0920 -0.8118  0.228
H11 -1.4381 1.6048 -0.2297  0.213

---

[2]
DFT (ωB97M-V/def2-TZVPD) results for a molecular structure, C11H16F9N4O6RuS3 at a distorted geometry.

Energy above the lowest of the compared OMol25 structures with the same formula, charge and spin   6.808 eV
Electronic energy   -89450.8770 eV
Expectation value of S²   0.81
HOMO-LUMO gap (alpha / beta)   4.67 / 5.31 eV
Spin multiplicity   2
Net charge   0

Each line ends with the natural charge from an NBO analysis.
Element x y z (Å)
Ru1 -0.1464 -0.1330 -0.1750  1.182
S1 0.9643 2.9379 -0.1477  1.654
S2 -2.3513 0.5805 -1.9336  2.191
S3 -0.8449 4.8682 -2.6242  0.211
F1 -1.8103 4.1440 0.4244  -0.359
F2 -2.5384 6.1120 -0.0993  -0.328
F3 -2.7858 -0.7907 -4.1470  -0.300
F4 1.6297 -1.5057 -4.5370  -0.304
F5 -0.8551 0.1928 -4.0922  -0.300
F6 -2.6376 1.3390 -4.4590  -0.292
F7 2.7933 -2.5365 -3.0292  -0.329
F8 -0.4451 5.8220 0.3879  -0.347
F9 3.3326 -0.5322 -3.6314  -0.300
O1 0.2685 -1.3292 -2.1307  -0.682
O2 2.1207 2.9648 -0.9953  -0.872
O3 0.8375 1.6783 0.6706  -0.939
O4 -3.4784 1.4426 -1.7845  -0.894
O5 1.8931 -0.0247 -1.4307  -0.620
O6 -2.4033 -0.7318 -1.3228  -0.934
N1 -0.5728 2.4780 -1.5517  -0.381
N2 -0.9693 1.2004 -1.3361  -0.706
N3 0.6694 -1.6646 1.0179  -0.425
N4 -1.5861 0.1596 1.6569  -0.383
C1 -1.4168 -1.1764 2.2598  -0.241
C2 -3.0051 0.3695 1.3334  -0.434
C3 1.4026 -0.8231 -2.2412  0.692
C4 2.2959 -1.3313 -3.3972  0.897
C5 0.3597 -2.9762 0.4163  -0.429
C6 -1.0939 3.2863 -2.3819  -0.102
C7 2.1322 -1.5229 1.1629  -0.421
C8 -2.1400 0.3108 -3.7918  0.768
C9 -1.5112 5.2870 -0.2216  0.876
C10 -1.1661 1.2183 2.5876  -0.424
C11 0.0483 -1.5603 2.3519  -0.236
H1 0.5890 -0.7984 2.9140  0.221
H2 -3.1354 1.3276 0.8343  0.239
H3 2.5155 -2.2347 1.9009  0.193
H4 2.6214 -1.7049 0.2099  0.236
H5 2.3699 -0.5043 1.4681  0.232
H6 0.1501 -2.5113 2.8857  0.213
H7 -0.0923 1.2051 2.7424  0.227
H8 0.8858 -3.0832 -0.5284  0.242
H9 -3.3695 -0.4105 0.6728  0.240
H10 -1.8459 -1.2013 3.2706  0.210
H11 -1.9573 -1.8923 1.6379  0.222
H12 -0.7082 -3.0559 0.2134  0.218
H13 -3.6051 0.3715 2.2505  0.194
H14 0.6665 -3.7873 1.0847  0.195
H15 -1.6812 1.1071 3.5480  0.192
H16 -1.4246 2.1826 2.1584  0.237

---

[3]
DFT (ωB97M-V/def2-TZVPD) results for a single C23H34N4O molecule.

Energy above the lowest of the compared OMol25 structures with the same formula, charge and spin   1.136 eV
Electronic energy   -32410.9320 eV
SMILES   Cc1cccc(-c2ncc(CN3CCN(CCC(C)C)[C@@H](CCO)C3)cn2)c1
HOMO-LUMO gap   8.76 eV
Net charge   0

Each line ends with the natural charge from an NBO analysis.
Element x y z (Å)
O1 4.0986 0.1341 1.9375  -0.751
N1 2.2055 0.2503 -0.1296  -0.489
N2 1.3164 2.9813 -0.8779  -0.444
N3 -2.6072 1.8801 0.9821  -0.453
N4 -2.7867 1.2127 -1.2698  -0.455
C1 3.2377 0.9931 2.6348  -0.057
C2 2.2685 -2.0713 -1.1112  -0.402
C3 -1.6320 2.7015 0.6549  0.082
C4 -4.2068 0.2022 0.3754  -0.025
C5 -4.8280 -0.5659 -0.6081  -0.195
C6 1.4486 1.1205 0.7867  -0.056
C7 -4.6067 0.0756 1.7039  -0.196
C8 2.5875 0.9579 -1.3482  -0.234
C9 3.4828 -3.0206 0.8986  -0.611
C10 0.0439 3.6752 -0.9966  -0.230
C11 -1.1516 2.8322 -0.6474  -0.136
C12 -6.2283 -1.5663 1.0494  -0.199
C13 -3.1451 1.1392 0.0115  0.376
C14 1.7684 0.7955 2.2564  -0.432
C15 -5.6158 -0.8089 2.0330  -0.209
C16 1.7171 2.5973 0.4655  -0.233
C17 4.3515 -3.4127 -1.4139  -0.596
C18 1.4941 1.9047 -1.8376  -0.234
C19 3.6276 -2.4254 -0.4987  -0.218
C20 1.4778 -0.9921 -0.3694  -0.211
C21 -5.8402 -1.4528 -0.2827  -0.022
C22 -1.8194 2.0496 -1.5885  0.078
C23 -6.5195 -2.2739 -1.3368  -0.626
H1 4.2298 -1.5149 -0.4284  0.197
H2 1.6429 -2.9676 -1.1280  0.211
H3 -6.0392 -2.1406 -2.3025  0.216
H4 3.5304 2.0418 2.4710  0.146
H5 3.3720 0.7753 3.6998  0.178
H6 3.1086 -2.2823 1.6001  0.219
H7 -7.0182 -2.2551 1.3140  0.207
H8 -5.9296 -0.9101 3.0618  0.212
H9 -6.4926 -3.3304 -1.0741  0.218
H10 1.4998 -0.2437 2.4568  0.209
H11 2.8155 0.2302 -2.1247  0.215
H12 3.7380 0.0553 1.0358  0.494
H13 3.4991 1.5301 -1.1530  0.202
H14 -0.0367 4.0166 -2.0336  0.208
H15 2.4191 -1.7739 -2.1517  0.195
H16 2.8059 -3.8731 0.8830  0.195
H17 0.5431 -0.8032 -0.9291  0.175
H18 -7.5651 -1.9806 -1.4266  0.219
H19 1.1474 1.4271 2.8941  0.212
H20 3.7822 -4.3360 -1.5026  0.199
H21 1.1943 3.2229 1.1896  0.208
H22 0.0860 4.5524 -0.3448  0.209
H23 0.3648 0.9473 0.6486  0.188
H24 0.5714 1.3186 -1.9842  0.169
H25 -4.5037 -0.4518 -1.6312  0.229
H26 -1.5780 2.1084 -2.6445  0.195
H27 5.3327 -3.6528 -1.0121  0.209
H28 2.7875 2.8044 0.5623  0.201
H29 4.4840 -2.9952 -2.4101  0.202
H30 1.7702 2.3439 -2.8028  0.201
H31 1.1906 -1.3844 0.6078  0.204
H32 4.4509 -3.3564 1.2612  0.213
H33 -4.1194 0.6749 2.4563  0.233
H34 -1.2223 3.2896 1.4688  0.192

---

[4]
DFT (ωB97M-V/def2-TZVPD) results for a molecular structure, C12H29ClIN2OP2STi at a distorted geometry.

Electronic energy   -91080.6713 eV
Expectation value of S²   0.76
HOMO-LUMO gap (alpha / beta)   6.34 / 6.44 eV
Spin multiplicity   2
Net charge   +2

Each line ends with the natural charge from an NBO analysis.
Element x y z (Å)
I1 -0.1702 -2.3094 1.5603  -0.163
Ti1 0.0438 0.3543 0.5676  0.894
Cl1 0.1764 -1.4501 -1.3510  -0.294
S1 0.0773 2.2037 1.9622  -0.079
P1 2.5457 -0.1498 0.1079  0.974
P2 -2.4903 -0.0876 0.0197  0.974
O1 0.1581 1.6657 -0.9801  -0.715
N1 -1.2941 2.0877 4.2342  -0.527
N2 0.5202 0.6404 4.1617  -0.536
C1 3.4385 0.8838 1.3074  -0.946
C2 3.2721 -1.8176 0.3166  -0.932
C3 3.2495 0.3602 -1.4977  -0.944
C4 -3.2431 0.4164 -1.5595  -0.946
C5 -3.2703 -1.7395 0.2506  -0.928
C6 -3.3842 0.9254 1.2462  -0.950
C7 -0.4435 1.2263 6.3447  -0.432
C8 -0.2561 0.7674 -1.7966  0.594
C9 -1.5917 1.8859 5.6359  -0.229
C10 -0.2396 1.5905 3.5784  0.388
C11 -0.1141 0.9598 -3.2501  -0.787
C12 0.1542 0.1159 5.4888  -0.230
H1 -0.0383 2.0261 -3.4914  0.272
H2 -2.9895 1.4588 -1.7776  0.251
H3 -0.5685 -0.7011 5.3657  0.221
H4 3.0020 1.4075 -1.7035  0.255
H5 0.3381 1.9632 6.5752  0.234
H6 -0.9756 0.5126 -3.7507  0.272
H7 -1.8824 2.6785 3.6812  0.433
H8 -2.8746 -0.2266 -2.3659  0.261
H9 0.7818 0.4464 -3.6290  0.295
H10 1.1093 0.0766 3.5750  0.432
H11 3.1375 -2.1494 1.3504  0.260
H12 -3.1335 -2.0687 1.2854  0.260
H13 -3.1637 0.5551 2.2552  0.245
H14 4.3419 -1.7909 0.0690  0.264
H15 3.2390 0.5182 2.3228  0.241
H16 -0.7846 0.7994 7.2900  0.265
H17 4.3409 0.2487 -1.4504  0.270
H18 -4.3323 0.3126 -1.4754  0.271
H19 -2.4824 1.2698 5.7346  0.224
H20 -4.4621 0.8565 1.0490  0.266
H21 -4.3407 -1.6825 0.0135  0.259
H22 -3.0446 1.9650 1.1668  0.245
H23 2.7582 -2.5167 -0.3498  0.272
H24 -1.8055 2.8589 6.0737  0.245
H25 4.5131 0.8352 1.0899  0.267
H26 2.8562 -0.2689 -2.3036  0.263
H27 -2.7816 -2.4563 -0.4154  0.267
H28 3.0719 1.9150 1.2289  0.256
H29 1.0629 -0.2812 5.9590  0.248

---

[5]
DFT (ωB97M-V/def2-TZVPD) results for a single C2H2ClFS molecule at a distorted geometry.

Energy above the lowest of the compared OMol25 structures with the same formula, charge and spin   0.670 eV
Electronic energy   -28179.8688 eV
SMILES   F[C@@H](Cl)C=S
HOMO-LUMO gap   8.69 eV
Net charge   0

Each line ends with the natural charge from an NBO analysis.
Element x y z (Å)
Cl1 1.9741 -0.8042 -0.0059  0.062
S1 -2.1519 -0.5199 -0.1316  0.126
F1 0.5360 1.4949 0.0394  -0.386
C1 0.5634 0.0506 -0.4282  0.089
C2 -0.6943 -0.2334 0.4148  -0.321
H1 -0.6010 -0.2262 1.5252  0.222
H2 0.3736 0.2381 -1.4137  0.208

---

[6]
DFT (ωB97M-V/def2-TZVPD) results for a single C5H8O2 molecule at a distorted geometry.

Energy above the lowest of the compared OMol25 structures with the same formula, charge and spin   1.974 eV
Electronic energy   -9407.8584 eV
SMILES   C[C@]1(O)C[C@H]1C=O
HOMO-LUMO gap   10.37 eV
Net charge   0

Each line ends with the natural charge from an NBO analysis.
Element x y z (Å)
O1 0.6788 -1.8101 -0.1813  -0.691
O2 2.8004 -0.1638 0.3934  -0.572
C1 -1.3477 -0.5515 -0.7039  -0.630
C2 -0.0206 -0.6247 -0.0049  0.309
C3 2.1917 0.6684 -0.2054  0.445
C4 0.7392 0.7475 -0.0464  -0.401
C5 0.1930 0.1243 1.2874  -0.427
H1 -1.3046 -1.0768 -1.6749  0.231
H2 2.6228 1.4242 -1.0245  0.120
H3 -1.4921 0.4593 -0.9079  0.208
H4 1.5864 -1.6532 -0.0212  0.488
H5 0.1257 1.6119 -0.3301  0.230
H6 -0.6661 0.5676 1.7895  0.226
H7 -2.3328 -0.8483 -0.2710  0.223
H8 1.0539 -0.2382 1.8195  0.241

---

> Among the records above, which one has the highest net charge?

C12H29ClIN2OP2STi